A structure of composition C6H12O, computed with ωB97M-V/def2-TZVPD.

Values from the calculation:
spin multiplicity: 1
F_max: 0.80 eV/Å
E: -310.8692 Eh
frontier orbital gap: 8.70 eV
E_HOMO: -7.72 eV
relative energy (zero: lowest compared OMol25 entry of this formula, charge and spin): 119.3 kcal/mol
M: 100.16 u

XYZ file:
```
19
C6H12O ωB97M-V/def2-TZVPD
C 1.438 2.187 -0.288
C 0.263 1.487 0.389
C 0.303 -0.025 0.195
C -0.882 -0.837 0.566
C -0.868 -2.353 0.511
C -0.469 -0.258 -1.702
O -0.201 -0.980 -2.588
H 1.373 3.273 -0.168
H 2.394 1.862 0.139
H 1.452 1.961 -1.359
H 0.250 1.753 1.456
H -0.683 1.858 -0.029
H 1.250 -0.509 -0.042
H -1.650 -0.343 1.159
H 0.192 -0.498 1.378
H -1.885 -2.735 0.645
H -0.244 -2.821 1.283
H -0.508 -2.698 -0.466
H -1.502 -0.433 -0.960
```